# 1
Density functional theory data (ωB97M-V with the def2-TZVPD basis set) for a structure of composition C30H16BrCl4F6N5O8S2Ti.

Geometry as ORCA input:
```
! wB97M-V def2-TZVPD RIJCOSX def2/J DEFGRID3
* xyz 0 1
Ti -0.01 0.55 0.86
Br 5.91 3.56 -2.55
C 4.30 3.07 -1.69
C 3.51 4.06 -1.11
C 2.33 3.72 -0.47
C 1.93 2.38 -0.40
O 0.81 2.07 0.24
C 2.73 1.39 -0.99
C 2.37 0.00 -1.00
N 1.30 -0.52 -0.52
C 1.09 -1.92 -0.60
C 1.70 -2.77 -1.48
C 1.43 -4.15 -1.45
C 0.54 -4.67 -0.55
C -0.14 -3.81 0.34
C -1.08 -4.26 1.30
C -1.69 -3.37 2.13
C -1.37 -2.00 2.00
N -0.51 -1.56 1.12
C 0.13 -2.44 0.30
C 3.92 1.76 -1.63
H 3.81 5.10 -1.16
H 1.71 4.47 0.00
H 3.11 -0.65 -1.46
H 2.40 -2.40 -2.22
H 1.93 -4.80 -2.15
H 0.33 -5.73 -0.52
H -1.30 -5.32 1.37
H -2.40 -3.68 2.88
H -1.83 -1.27 2.65
H 4.55 0.99 -2.08
Cl -6.61 1.44 0.01
C -5.03 1.40 0.68
C -4.81 1.80 2.00
Cl -6.13 2.33 2.96
C -3.53 1.75 2.55
Cl -3.21 2.20 4.17
C -2.47 1.33 1.76
O -1.20 1.21 2.15
C -2.68 0.95 0.42
O -1.57 0.58 -0.22
C -3.96 0.96 -0.11
Cl -4.19 0.41 -1.73
F 3.88 1.74 4.40
C 2.69 1.52 3.85
F 2.38 2.56 3.07
F 1.78 1.40 4.80
S 2.74 0.00 2.82
O 1.41 0.03 2.20
O 3.83 0.16 1.92
N 2.92 -1.19 3.77
S 1.81 -1.94 4.64
O 2.17 -1.98 6.01
O 0.46 -1.63 4.26
C 2.09 -3.64 3.98
F 3.35 -4.03 4.14
F 1.29 -4.49 4.62
F 1.79 -3.68 2.67
N -4.43 1.92 -4.96
C -3.32 1.26 -5.41
O -3.29 0.67 -6.47
C -2.12 1.32 -4.51
C -1.89 2.37 -3.62
C -0.77 2.31 -2.81
N 0.10 1.31 -2.84
C -0.12 0.32 -3.70
C -1.21 0.28 -4.55
H -5.27 1.81 -5.50
H -4.52 2.16 -3.99
H -2.55 3.22 -3.56
H -0.56 3.11 -2.11
H 0.59 -0.50 -3.69
H -1.36 -0.53 -5.25
*
```

**Energy relative to the best compared isomer or geometry (same formula, charge and spin)**: 0.2 kcal/mol
**Largest force on an atom**: 0.5 eV/A

# 2
Density functional theory data (ωB97M-V with the def2-TZVPD basis set) for a structure of composition C24H20MnN5O2S2SbSe4.

Geometry as ORCA input:
```
! wB97M-V def2-TZVPD RIJCOSX def2/J DEFGRID3
* xyz -2 2
Mn 0.51 -0.64 -0.25
C 5.79 -0.52 -0.30
N 4.94 -0.42 0.87
C 5.35 -0.52 2.18
C 4.26 -0.52 2.95
N 3.15 -0.42 2.10
C 3.59 -0.44 0.80
S 2.80 -0.53 -0.67
C 1.83 -0.32 2.63
C 1.69 -0.17 4.01
C 0.43 -0.06 4.56
C -0.68 -0.12 3.72
C -0.45 -0.26 2.38
N 0.78 -0.33 1.83
H 6.82 -0.61 0.04
H 5.67 0.37 -0.92
H 5.52 -1.42 -0.85
H 6.38 -0.67 2.44
H 4.19 -0.72 4.00
H 2.54 -0.17 4.67
H 0.32 0.03 5.63
H -1.69 -0.08 4.09
H -1.28 -0.33 1.68
O -2.29 -2.79 -0.92
S -2.80 -1.47 -0.83
O -3.85 -1.21 0.13
N -1.61 -0.38 -0.72
C -2.00 0.95 -0.67
C -3.29 1.46 -0.75
C -3.55 2.84 -0.70
C -2.55 3.76 -0.58
C -1.22 3.29 -0.52
C -0.12 4.18 -0.43
C 1.15 3.67 -0.42
C 1.33 2.28 -0.47
N 0.34 1.42 -0.54
C -0.94 1.91 -0.58
C -3.53 -1.14 -2.44
C -4.82 -1.60 -2.67
C -5.40 -1.43 -3.92
C -4.69 -0.81 -4.93
C -3.40 -0.35 -4.70
C -2.81 -0.52 -3.45
H -4.14 0.79 -0.80
H -4.58 3.16 -0.75
H -2.74 4.82 -0.53
H -0.31 5.24 -0.38
H 2.02 4.32 -0.35
H 2.33 1.86 -0.45
H -5.36 -2.08 -1.86
H -6.40 -1.79 -4.10
H -5.14 -0.68 -5.91
H -2.84 0.14 -5.49
H -1.80 -0.18 -3.25
Se 4.92 -3.76 0.55
Sb 2.63 -4.18 1.33
Se 0.64 -3.02 -0.15
Se 2.33 -3.29 3.61
Se 2.03 -6.53 1.03
*
```

**Calculated total energy**: -13144.30173 Eh
**<S²>**: 1.219
**Largest force on an atom**: 0.9 eV/A

# 3
Density functional theory data (ωB97M-V with the def2-TZVPD basis set) for a cluster of 2 separate species, C14H12N2O6 in total.

Geometry as ORCA input:
```
! wB97M-V def2-TZVPD RIJCOSX def2/J DEFGRID3
* xyz -2 1
C 1.59 1.59 2.78
C 1.38 0.15 2.42
O 2.13 -0.48 1.76
O 0.20 -0.42 2.90
C -0.82 -0.51 1.92
C -1.24 0.83 1.34
C -2.61 0.74 0.67
C -2.88 1.98 -0.06
N -3.08 3.00 -0.56
C -3.72 0.46 1.72
C -5.04 0.94 1.37
N -6.09 1.32 1.07
H 1.24 2.19 1.94
H 0.99 1.88 3.65
H 2.64 1.77 2.94
H -1.66 -0.96 2.44
H -0.52 -1.20 1.13
H -1.25 1.57 2.15
H -0.50 1.18 0.61
H -2.61 -0.07 -0.06
H -3.42 0.89 2.68
H -3.79 -0.61 1.87
C 2.79 -1.70 -1.72
C 2.78 -2.74 -2.67
C 2.41 -2.35 -4.14
O 2.46 -3.23 -5.02
C 2.03 -1.01 -4.39
C 2.02 0.02 -3.43
C 2.49 -0.35 -1.99
O 2.55 0.56 -1.13
O 1.67 1.20 -3.66
O 3.05 -3.93 -2.42
H 3.06 -1.93 -0.69
H 1.72 -0.79 -5.41
*
```

**Calculated total energy**: -1101.60423 Eh
**Largest force on an atom**: 0.7 eV/A

# 4
Density functional theory data (ωB97M-V with the def2-TZVPD basis set) for a cluster of 10 separate species, C30H45F5O30 in total in a non-equilibrium geometry.

Geometry as ORCA input:
```
! wB97M-V def2-TZVPD RIJCOSX def2/J DEFGRID3
* xyz 1 2
C 2.74 -20.29 24.65
C 1.67 -19.41 25.31
O 2.45 -18.79 26.29
C 3.78 -18.83 26.02
O 4.72 -18.24 26.57
O 3.91 -19.64 24.98
F 0.75 -20.15 25.95
H 2.66 -20.49 23.58
H 2.94 -21.25 25.12
H 1.23 -18.68 24.64
C 8.57 -22.04 18.44
C 9.14 -20.73 17.86
O 8.95 -19.87 18.97
C 8.14 -20.30 19.86
O 7.63 -19.63 20.71
O 7.79 -21.53 19.54
F 8.21 -20.44 16.89
H 9.25 -22.77 18.89
H 7.84 -22.51 17.78
H 10.16 -20.77 17.48
C 9.42 -12.48 28.36
C 7.90 -12.48 28.29
O 7.65 -11.46 29.28
C 8.50 -11.61 30.30
O 8.49 -11.02 31.37
O 9.66 -12.21 29.74
F 7.40 -13.61 28.58
H 9.90 -11.73 27.73
H 9.81 -13.45 28.05
H 7.55 -12.20 27.29
C 14.54 -16.96 24.28
C 14.07 -18.38 24.75
O 13.86 -18.05 26.08
C 14.87 -17.16 26.44
O 15.31 -17.04 27.64
O 15.44 -16.63 25.36
F 15.02 -19.16 24.59
H 13.76 -16.20 24.18
H 15.17 -17.11 23.40
H 13.25 -18.75 24.14
C 10.73 -17.21 28.78
C 11.45 -18.04 29.77
O 10.97 -17.61 31.03
C 10.29 -16.46 30.88
O 9.80 -15.76 31.73
O 10.27 -16.16 29.55
F 12.82 -17.80 29.58
H 9.95 -17.80 28.32
H 11.37 -16.86 27.97
H 11.05 -19.03 29.58
C 3.33 -12.38 24.98
O 4.13 -13.10 25.91
C 4.85 -14.15 25.51
O 4.81 -14.59 24.35
O 5.38 -14.66 26.63
C 6.47 -15.55 26.53
H 2.55 -12.99 24.52
H 3.79 -11.67 24.30
H 2.80 -11.69 25.63
H 6.23 -16.47 25.99
H 7.00 -15.73 27.47
H 7.24 -15.03 25.96
C 7.15 -21.16 26.71
O 7.64 -22.38 27.31
C 8.87 -22.44 27.90
O 9.61 -21.51 28.11
O 9.22 -23.70 28.28
C 10.51 -24.10 28.67
H 6.31 -21.25 26.02
H 7.94 -20.54 26.28
H 6.70 -20.70 27.60
H 10.77 -23.29 29.36
H 11.23 -24.22 27.86
H 10.51 -25.01 29.26
C 12.28 -13.46 23.45
O 11.93 -13.19 24.79
C 12.85 -13.14 25.77
O 14.03 -13.53 25.69
O 12.19 -13.02 26.99
C 12.93 -12.75 28.20
H 12.35 -14.53 23.22
H 12.90 -12.71 22.96
H 11.42 -13.21 22.82
H 12.39 -13.30 28.98
H 13.04 -11.73 28.56
H 13.99 -12.98 28.20
C 6.50 -23.41 23.73
O 6.39 -22.22 23.03
C 5.32 -21.71 22.37
O 4.43 -22.39 21.84
O 5.40 -20.43 22.30
C 4.65 -19.57 21.49
H 6.42 -24.30 23.10
H 6.02 -23.52 24.70
H 7.53 -23.44 24.07
H 3.60 -19.42 21.72
H 4.53 -20.07 20.53
H 5.11 -18.59 21.41
C 10.28 -15.99 25.46
O 9.27 -16.89 24.97
C 9.53 -18.23 25.18
O 10.44 -18.78 25.80
O 8.61 -18.99 24.50
C 7.39 -18.51 23.98
H 10.97 -16.37 26.22
H 10.05 -15.04 25.93
H 10.86 -15.63 24.60
H 7.58 -17.99 23.04
H 6.90 -17.94 24.77
H 6.92 -19.46 23.72
*
```

**Calculated total energy**: -3926.13180 Eh
**<S²>**: 0.757
**Largest force on an atom**: 7.4 eV/A